2 unconnected molecules or ions with the total composition C4H12NO3 in a non-equilibrium geometry, computed with the ωB97M-V functional and the def2-TZVPD basis.

Calculated values
energy relative to the best compared isomer or geometry (same formula, charge and spin)	2.466	eV
gap between HOMO and LUMO	6.8	eV
multiplicity	1
net charge	-1
electronic energy	-440.01752	hartree

Geometry as XYZ:
```
20
C4H12NO3 | the Open Molecules 2025 dataset | the ωB97M-V functional and the def2-TZVPD basis
C -0.030 0.001 -0.461
C 0.348 -1.270 -1.234
C 1.824 -1.632 -0.854
O 1.940 -1.847 0.578
N 0.005 -0.256 1.117
C -0.697 0.899 2.001
O -1.797 1.383 1.634
H 0.477 0.954 -0.611
H -0.994 0.295 -0.689
H -0.232 -2.106 -0.745
H 0.290 -1.426 -2.346
H 2.090 -2.416 -1.552
H 2.605 -0.910 -1.156
H 1.728 -0.962 0.994
H -0.315 -1.188 1.309
H -0.670 0.546 3.094
H 0.177 1.544 1.939
H -2.788 2.928 -0.531
H -1.559 2.633 -1.124
O -2.402 2.831 -1.365
```